ORCA calculation (the ωB97M-V functional and the def2-TZVPD basis) on a molecular structure, C35H54BrN3OP2Pt in a non-equilibrium geometry.

Structure (XYZ):
```
97
Properties=species:S:1:pos:R:3
N 1.73 -8.63 0.08
C 2.54 -7.86 0.81
C 2.43 -6.47 0.84
C 1.54 -5.81 -0.04
C 0.71 -6.64 -0.82
C 0.83 -8.05 -0.70
C 1.37 -4.31 0.01
Pt 1.20 -2.85 -1.41
P -3.37 1.77 0.46
C -0.05 -3.84 -0.23
C -0.73 -2.89 0.68
C -2.11 -2.72 0.45
C -2.74 -1.69 1.14
C -1.96 -0.81 1.89
C -0.62 -1.07 2.21
C 0.01 -2.14 1.59
Br -1.23 1.24 0.12
H 1.91 -3.89 0.87
H -0.72 -4.47 -0.80
H 3.05 -5.91 1.54
H -0.02 -6.25 -1.52
H 3.29 -8.38 1.41
H 0.16 -8.71 -1.26
H -2.62 -3.37 -0.28
H 1.07 -2.34 1.75
H -3.82 -1.59 1.04
H -0.09 -0.36 2.85
P -0.13 -1.38 -2.57
C -3.35 1.75 2.22
C -4.30 1.36 3.30
H -2.38 2.15 2.57
H -2.54 -0.03 2.46
H -3.70 0.92 4.12
H -4.77 2.28 3.69
H -5.08 0.62 3.04
C -4.50 0.66 -0.41
C -5.92 1.20 -0.63
H -4.56 -0.24 0.21
H -4.02 0.38 -1.36
H -6.50 0.42 -1.14
H -6.41 1.41 0.33
H -5.94 2.09 -1.25
C -3.54 3.38 -0.40
C -3.18 4.60 0.46
H -4.60 3.40 -0.63
H -2.99 3.36 -1.36
H -2.45 5.27 -0.01
H -4.10 5.18 0.60
H -2.81 4.31 1.45
C 0.22 0.35 -3.11
C 1.04 0.45 -4.38
H 0.71 0.85 -2.26
H -0.74 0.86 -3.25
H 2.10 0.28 -4.16
H 0.72 -0.26 -5.15
H 0.94 1.45 -4.80
C -1.99 -1.26 -2.43
C -2.84 -2.09 -3.38
H -2.24 -0.20 -2.55
H -2.25 -1.49 -1.39
H -2.48 -2.06 -4.42
H -2.91 -3.13 -3.06
H -3.86 -1.69 -3.39
C 0.24 -2.54 -3.97
C 1.69 -3.03 -4.06
H -0.13 -2.05 -4.87
H -0.41 -3.40 -3.75
H 1.69 -3.97 -4.61
H 2.33 -2.31 -4.57
H 2.20 -3.28 -3.08
C 3.31 5.07 4.49
C 4.37 4.10 4.00
N 4.09 3.48 2.69
C 3.88 4.45 1.61
C 5.02 5.46 1.52
C 3.22 2.37 2.72
O 2.57 2.03 3.71
C 3.21 1.53 1.47
C 4.28 1.55 0.56
C 4.29 0.64 -0.49
C 3.25 -0.31 -0.57
N 2.24 -0.30 0.29
C 2.22 0.56 1.30
H 3.18 5.90 3.79
H 3.60 5.48 5.46
H 2.36 4.55 4.61
H 5.32 4.64 3.87
H 4.51 3.30 4.73
H 3.80 3.91 0.66
H 2.93 4.99 1.76
H 6.00 4.98 1.51
H 4.91 6.02 0.58
H 4.98 6.19 2.34
H 5.09 2.27 0.71
H 5.07 0.63 -1.24
H 3.24 -1.10 -1.33
H 1.40 0.49 2.02
```

The value obtained for the total energy is -135537.4810 eV. Its highest occupied orbital energy (alpha / beta) is -13.027 / -12.977 eV. For the relative energy (zero: lowest compared OMol25 entry of this formula, charge and spin), the calculation gives 184.6 kJ/mol. As for the multiplicity: 3. Its total charge is +2. Its expectation value of S² is 2.02. The HOMO-LUMO gap (alpha / beta) comes out at 7.37 / 5.26 eV.

Atom charges from the Löwdin analysis, given in e for atoms 1 to 5: 0.059, -0.122, -0.016, -0.228, -0.031

ORCA calculation (the ωB97M-V functional and the def2-TZVPD basis) on a molecular structure, C35H54BrNO8P2SSiV.

Structure (XYZ):
```
104
Properties=species:S:1:pos:R:3
V -0.04 -0.01 -0.70
C 4.66 3.96 -2.43
C 4.40 3.06 -1.25
C 4.87 1.64 -1.45
O 2.96 3.11 -0.91
P 1.78 2.23 -1.39
O 1.91 0.75 -1.30
C 1.34 2.71 -3.08
P 0.15 1.51 -3.73
O -0.56 0.78 -2.64
O 1.05 0.64 -4.67
C 0.89 -0.80 -4.98
C -0.49 -1.05 -5.57
C 1.19 -1.65 -3.76
O -0.91 2.27 -4.59
C -0.75 2.67 -5.99
C -2.14 2.64 -6.59
C -0.09 4.03 -6.06
O 0.55 2.63 -0.49
C 0.07 3.99 -0.25
C 0.32 4.31 1.20
C -1.39 4.01 -0.65
H 5.74 4.10 -2.54
H 4.21 4.94 -2.28
H 4.29 3.53 -3.36
H 4.85 3.48 -0.35
H 4.44 1.20 -2.35
H 4.61 1.01 -0.60
H 5.96 1.65 -1.56
H 2.24 2.67 -3.70
H 0.95 3.72 -3.11
H 1.65 -0.95 -5.74
H -1.26 -0.82 -4.83
H -0.58 -2.10 -5.84
H -0.66 -0.45 -6.46
H 0.38 -1.61 -3.04
H 2.11 -1.33 -3.28
H 1.31 -2.69 -4.08
H -0.12 1.92 -6.47
H -2.78 3.38 -6.10
H -2.59 1.66 -6.48
H -2.09 2.89 -7.65
H -0.68 4.76 -5.49
H -0.04 4.37 -7.10
H 0.92 4.01 -5.67
H 0.65 4.66 -0.89
H -0.21 3.59 1.84
H -0.04 5.31 1.43
H 1.38 4.26 1.43
H -1.95 3.30 -0.03
H -1.52 3.73 -1.69
H -1.81 5.00 -0.49
C -1.37 -4.46 2.41
Si -0.46 -2.83 2.48
C 1.14 -2.95 3.43
C -1.58 -1.50 3.19
H -1.52 -4.86 3.42
H -0.82 -5.20 1.83
H -2.36 -4.34 1.96
H 0.97 -3.27 4.46
H 1.64 -1.98 3.46
H 1.81 -3.67 2.96
H -2.43 -1.94 3.73
H -1.97 -0.88 2.38
H -1.04 -0.85 3.87
Br 3.22 0.37 1.92
C 3.28 -1.19 0.81
C 4.57 -1.65 0.53
C 4.76 -2.79 -0.22
C 3.65 -3.49 -0.68
C 2.38 -3.03 -0.40
C 2.16 -1.86 0.34
C 0.72 -1.45 0.48
O 0.44 -0.25 1.07
O -0.11 -2.51 0.87
H 5.42 -1.11 0.93
H 5.76 -3.14 -0.43
H 3.78 -4.40 -1.26
H 1.51 -3.57 -0.76
N -1.86 -0.97 -0.72
S -3.28 -0.26 -0.85
C -4.34 -1.05 0.34
C -4.85 -0.27 1.37
C -5.60 -0.88 2.37
C -5.82 -2.24 2.33
C -5.30 -3.02 1.29
C -4.56 -2.42 0.29
C -4.04 -0.83 -2.37
C -5.20 -0.19 -2.80
C -5.79 -0.60 -3.98
C -5.23 -1.63 -4.72
C -4.07 -2.25 -4.29
C -3.46 -1.84 -3.11
H -1.88 -1.91 -0.35
H -4.65 0.80 1.39
H -6.00 -0.28 3.17
H -6.40 -2.72 3.11
H -5.48 -4.08 1.27
H -4.16 -3.01 -0.53
H -5.63 0.61 -2.21
H -6.70 -0.12 -4.32
H -5.70 -1.95 -5.64
H -3.63 -3.05 -4.87
H -2.54 -2.29 -2.76
```

The value obtained for the total energy is -188065.3797 eV. Its highest occupied orbital energy (alpha / beta) is -9.339 / -8.859 eV. As for the multiplicity: 3. Its total charge is +1. Its expectation value of S² is 2.07. The HOMO-LUMO gap (alpha / beta) comes out at 7.60 / 7.12 eV.

Atom charges from the Löwdin analysis, given in e for atoms 1 to 5: 0.850, -0.040, -0.382, -0.041, -0.156

ORCA calculation (the ωB97M-V functional and the def2-TZVPD basis) on a molecular structure, C35H54FeN8O13 in a non-equilibrium geometry.

Structure (XYZ):
```
111
Properties=species:S:1:pos:R:3
Fe -2.09 -0.35 -0.06
O -0.07 -0.60 -0.57
C 0.68 0.12 0.37
C -0.07 0.52 1.68
O -1.47 0.55 1.70
H 1.10 1.04 -0.07
H 1.53 -0.51 0.69
H 0.35 1.43 2.14
H 0.31 -0.18 2.46
C 0.83 -4.00 -0.17
O 0.16 -4.91 0.30
N 1.83 -4.23 -1.05
C 2.57 -3.09 -1.57
C 2.24 -5.56 -1.43
H 0.52 -2.95 -0.05
H 2.03 -2.16 -1.38
H 2.54 -3.16 -2.66
H 3.61 -3.01 -1.23
H 1.41 -6.25 -1.40
H 2.65 -5.50 -2.44
H 3.12 -5.89 -0.85
C -2.47 2.37 -1.91
O -2.30 1.38 -1.23
N -2.64 3.59 -1.42
C -3.02 4.70 -2.26
C -2.65 3.85 0.02
H -2.50 2.39 -3.01
H -4.09 4.90 -2.11
H -2.83 4.47 -3.31
H -2.49 5.63 -2.05
H -2.29 3.07 0.69
H -1.95 4.69 0.14
H -3.63 4.26 0.26
C -3.03 -1.95 -2.84
O -2.69 -1.39 -1.80
N -2.20 -2.67 -3.58
C -2.65 -3.36 -4.77
C -0.81 -2.89 -3.23
H -4.08 -1.98 -3.17
H -2.30 -4.40 -4.71
H -2.14 -2.98 -5.67
H -3.72 -3.34 -4.96
H -0.64 -2.68 -2.17
H -0.63 -3.96 -3.37
H -0.14 -2.31 -3.87
C -5.20 -0.29 0.96
O -4.09 -0.02 0.53
N -6.29 -0.37 0.19
C -7.53 -0.88 0.73
C -6.18 -0.11 -1.24
H -5.36 -0.45 2.03
H -7.44 -1.25 1.75
H -7.94 -1.71 0.15
H -8.27 -0.07 0.73
H -5.28 0.47 -1.42
H -6.22 -1.00 -1.86
H -7.00 0.56 -1.50
C 3.71 2.00 3.86
O 4.54 1.99 2.98
N 3.49 1.00 4.76
C 4.30 -0.20 4.77
C 2.24 0.94 5.48
H 2.94 2.78 4.03
H 3.63 -1.07 4.81
H 4.92 -0.20 5.66
H 4.85 -0.34 3.84
H 1.88 -0.06 5.68
H 2.24 1.47 6.45
H 1.44 1.44 4.93
C 2.86 0.35 -4.95
C 1.96 0.19 -3.92
C 0.60 0.25 -4.20
C 0.19 0.30 -5.53
C 1.12 0.41 -6.56
C 2.47 0.44 -6.28
N -1.25 0.29 -5.85
O -2.04 0.45 -4.94
O -1.55 0.06 -7.00
H 3.92 0.32 -4.70
H 2.35 -0.01 -2.93
H -0.11 0.29 -3.38
H 0.69 0.49 -7.55
H 3.18 0.53 -7.09
C 3.85 -3.37 3.29
C 2.83 -2.87 2.50
C 1.51 -3.09 2.93
C 1.26 -3.78 4.09
C 2.29 -4.29 4.87
C 3.60 -4.04 4.50
N -0.14 -3.96 4.51
O -0.33 -4.51 5.58
O -1.01 -3.56 3.78
H 4.88 -3.36 2.94
H 2.96 -2.45 1.51
H 0.66 -2.73 2.37
H 2.06 -4.85 5.77
H 4.42 -4.34 5.13
C 0.61 4.42 1.81
C 0.27 5.63 2.44
C 1.31 6.52 2.63
C 2.60 6.19 2.28
C 2.92 4.99 1.69
C 1.89 4.08 1.44
N 3.65 7.22 2.40
O 3.33 8.38 2.58
O 4.80 6.88 2.20
H -0.22 3.77 1.54
H -0.75 5.96 2.55
H 1.12 7.51 3.02
H 3.89 4.75 1.28
H 2.04 3.20 0.83
```

The value obtained for the total energy is -110087.2058 eV. Its highest occupied orbital energy (alpha / beta) is -6.901 / -6.877 eV. For the relative energy (zero: lowest compared OMol25 entry of this formula, charge and spin), the calculation gives 0.0 kJ/mol. As for the multiplicity: 5. Its expectation value of S² is 6.01. The HOMO-LUMO gap (alpha / beta) comes out at 6.22 / 6.20 eV.

Atom charges from the Löwdin analysis, given in e for atoms 1 to 5: 0.844, -0.375, -0.360, -0.376, -0.346

ORCA calculation (the ωB97M-V functional and the def2-TZVPD basis) on a molecular structure, C35H54O6P3PdSe in a non-equilibrium geometry.

Structure (XYZ):
```
100
Properties=species:S:1:pos:R:3
Pd 0.19 -1.46 -1.08
C -1.73 3.42 -0.28
C -2.58 2.69 0.74
C -4.06 2.77 0.44
O -2.23 1.29 0.92
P -1.43 0.28 -0.02
O -0.60 0.91 -1.04
C -2.78 -0.76 -0.69
P -2.27 -2.08 -1.83
O -1.61 -1.71 -3.09
O -3.68 -2.75 -2.27
C -4.96 -2.88 -1.64
C -4.91 -3.17 -0.14
C -5.83 -1.67 -1.96
O -1.69 -3.21 -0.85
C -1.03 -4.46 -1.22
C -0.61 -4.54 -2.67
C -1.96 -5.60 -0.85
O -0.73 -0.60 1.12
C -1.41 -1.03 2.33
C -0.94 -0.17 3.48
C -1.09 -2.50 2.52
H -1.99 4.48 -0.26
H -1.90 3.03 -1.29
H -0.66 3.31 -0.06
H -2.38 3.14 1.72
H -4.26 2.41 -0.58
H -4.40 3.81 0.51
H -4.63 2.17 1.15
H -3.42 -0.09 -1.28
H -3.35 -1.18 0.13
H -5.40 -3.75 -2.14
H -4.86 -2.25 0.45
H -4.06 -3.80 0.11
H -5.83 -3.70 0.15
H -5.52 -0.80 -1.37
H -6.88 -1.89 -1.72
H -5.76 -1.43 -3.02
H -0.15 -4.49 -0.58
H -1.48 -4.56 -3.34
H -0.04 -5.46 -2.81
H 0.01 -3.69 -2.94
H -2.86 -5.58 -1.47
H -2.26 -5.54 0.20
H -1.45 -6.56 -1.00
H -2.49 -0.91 2.20
H 0.13 -0.31 3.63
H -1.47 -0.45 4.40
H -1.12 0.88 3.27
H -0.05 -2.62 2.84
H -1.24 -3.04 1.59
H -1.74 -2.93 3.29
C 2.91 -2.75 -3.31
P 2.38 -1.41 -2.15
C 3.44 -0.05 -2.77
C 3.46 0.22 -4.14
C 4.22 1.27 -4.63
C 4.95 2.08 -3.76
C 4.90 1.83 -2.40
C 4.15 0.77 -1.90
C 3.30 -1.99 -0.65
C 4.67 -2.23 -0.61
C 5.26 -2.74 0.55
C 4.47 -3.00 1.67
C 3.11 -2.75 1.64
C 2.53 -2.24 0.48
H 3.97 -2.70 -3.54
H 2.34 -2.69 -4.24
H 2.68 -3.71 -2.84
H 2.88 -0.39 -4.82
H 4.24 1.47 -5.70
H 5.53 2.91 -4.15
H 5.42 2.48 -1.70
H 4.11 0.62 -0.83
H 5.29 -2.01 -1.47
H 6.32 -2.92 0.57
H 4.93 -3.38 2.57
H 2.51 -2.93 2.52
H 1.45 -2.00 0.40
C 0.19 7.01 3.91
C 0.65 5.78 3.17
C 1.01 4.61 3.83
C 1.48 3.48 3.16
C 1.85 2.27 3.97
C 1.62 3.49 1.75
Se 2.29 1.98 0.79
C 1.23 4.67 1.07
C 1.33 4.77 -0.43
C 0.77 5.78 1.78
H -0.07 6.76 4.95
H -0.68 7.46 3.44
H 0.97 7.77 3.95
H 0.91 4.57 4.92
H 1.43 2.33 4.98
H 2.94 2.17 4.04
H 1.51 1.36 3.47
H 1.14 3.80 -0.90
H 2.34 5.06 -0.74
H 0.63 5.52 -0.81
H 0.49 6.67 1.23
```

The value obtained for the total energy is -146154.9784 eV. Its highest occupied orbital energy is -2.785 eV. For the relative energy (zero: lowest compared OMol25 entry of this formula, charge and spin), the calculation gives 262.9 kJ/mol. Its total charge is -1. The HOMO-LUMO gap comes out at 5.01 eV.

Atom charges from the Löwdin analysis, given in e for atoms 1 to 5: 0.197, -0.052, -0.409, -0.056, -0.194